79
Properties=species:S:1:pos:R:3 method="wB97M-V/def2-TZVPD" total_charge=-2 fmax_ev_per_a=5.20 orbital_gap_ev=4.6 homo_ev=-0.6 relative_energy_kcal_mol=4.9 total_energy_ha=-8108.5997 lumo_ev=3.994
Br -1.092 1.252 -5.252
C 0.331 0.626 -4.226
S 1.951 0.671 -4.911
C 1.922 0.067 -6.619
C 1.329 -1.166 -6.871
C 1.206 -1.620 -8.187
C 1.731 -0.868 -9.241
C 2.372 0.343 -8.974
C 2.490 0.809 -7.661
O 2.414 2.035 -4.993
O 2.719 -0.300 -4.159
H 0.355 1.059 -3.227
H 0.972 -1.769 -6.036
H 0.700 -2.564 -8.387
H 1.632 -1.225 -10.267
H 2.780 0.932 -9.797
H 3.017 1.737 -7.436
O -2.373 2.825 -1.866
C -1.949 2.106 -1.066
Co -1.410 0.964 0.154
C 0.006 0.263 -0.657
O 0.954 0.032 -1.297
C -0.790 2.331 1.086
O -0.388 3.301 1.587
C -2.558 -0.093 1.043
C -2.677 -0.164 -0.339
C -3.414 -0.660 -1.357
C -2.855 -1.199 -2.558
C -3.684 -1.294 -3.707
C -3.145 -1.632 -4.938
C -1.765 -1.876 -5.044
C -0.953 -1.873 -3.903
C -1.510 -1.626 -2.654
Co -0.945 -0.885 1.707
C 0.247 -1.880 0.947
O 1.052 -2.599 0.524
C -1.830 -2.024 2.657
O -2.356 -2.782 3.368
P 0.048 0.002 3.331
C 1.642 0.864 3.090
C 2.354 1.386 4.183
C 3.555 2.065 3.955
C 4.061 2.176 2.658
C 3.389 1.590 1.581
C 2.180 0.925 1.807
C -0.990 1.209 4.235
C -0.571 2.518 4.488
C -1.412 3.403 5.165
C -2.694 2.994 5.543
C -3.132 1.698 5.267
C -2.274 0.792 4.635
C 0.573 -1.158 4.667
C 0.193 -1.003 6.007
C 0.628 -1.924 6.965
C 1.459 -2.982 6.594
C 1.871 -3.119 5.265
C 1.435 -2.204 4.303
H -3.378 0.023 1.751
H -4.507 -0.625 -1.277
H -4.744 -1.065 -3.585
H -3.785 -1.693 -5.823
H -1.329 -2.058 -6.033
H 0.121 -2.069 -3.985
H -0.914 -1.768 -1.752
H 1.955 1.273 5.193
H 4.088 2.502 4.802
H 4.990 2.716 2.481
H 3.786 1.649 0.570
H 1.660 0.444 0.975
H 0.423 2.843 4.184
H -1.054 4.408 5.383
H -3.351 3.694 6.055
H -4.139 1.378 5.540
H -2.599 -0.236 4.452
H -0.437 -0.165 6.304
H 0.312 -1.802 8.002
H 1.792 -3.700 7.343
H 2.531 -3.936 4.972
H 1.776 -2.300 3.267

=====

81
Properties=species:S:1:pos:R:3 method="wB97M-V/def2-TZVPD" total_charge=-1 fmax_ev_per_a=0.44 spin_multiplicity=6 orbital_gap_ev="6.0 / 6.3" s2=8.757 homo_ev="-4.0 / -4.3" relative_energy_kcal_mol=5.3 total_energy_ha=-8063.5872 lumo_ev="1.997 / 1.997"
Mn -0.540 0.785 -1.504
C 2.299 0.325 1.226
C 1.224 1.009 2.056
As -0.543 0.994 1.204
C -1.378 2.403 2.258
C -0.803 3.671 2.266
C -1.409 4.713 2.951
C -2.604 4.504 3.626
C -3.190 3.248 3.609
C -2.582 2.202 2.928
C -1.354 -0.579 2.020
C -2.032 -1.467 1.198
C -2.574 -2.634 1.721
C -2.450 -2.914 3.072
C -1.790 -2.020 3.906
C -1.246 -0.859 3.381
As 1.813 -1.496 0.664
C 3.136 -1.766 -0.749
C 3.847 -0.744 -1.367
C 4.699 -1.024 -2.429
C 4.855 -2.325 -2.879
C 4.150 -3.353 -2.267
C 3.291 -3.072 -1.216
C 2.695 -2.466 2.115
C 4.080 -2.523 2.260
C 4.646 -3.191 3.335
C 3.835 -3.807 4.279
C 2.457 -3.757 4.142
C 1.891 -3.093 3.059
H 3.250 0.307 1.766
H 2.423 0.914 0.321
H 1.484 2.066 2.178
H 1.097 0.590 3.060
H 0.116 3.862 1.722
H -0.948 5.693 2.948
H -3.077 5.318 4.158
H -4.125 3.076 4.128
H -3.049 1.224 2.925
H -2.104 -1.282 0.134
H -3.072 -3.331 1.060
H -2.866 -3.827 3.479
H -1.693 -2.232 4.964
H -0.733 -0.170 4.044
H 3.763 0.286 -1.052
H 5.235 -0.209 -2.898
H 5.515 -2.538 -3.710
H 4.258 -4.372 -2.616
H 2.732 -3.882 -0.758
H 4.717 -2.048 1.523
H 5.723 -3.233 3.435
H 4.278 -4.329 5.118
H 1.819 -4.240 4.871
H 0.812 -3.065 2.948
O 3.926 3.454 -4.797
C 3.017 3.008 -4.133
C 1.600 2.714 -4.624
O 1.179 2.913 -5.748
C 0.894 2.167 -3.456
C 1.734 2.181 -2.328
O 1.305 1.788 -1.171
C 3.074 2.620 -2.665
O 4.063 2.667 -1.943
O -0.303 1.725 -3.393
F -1.649 -1.307 -3.103
C -0.504 -1.293 -2.212
F -0.731 -2.417 -1.415
H 0.311 -1.591 -2.889
O -2.596 1.419 -1.612
S -3.243 1.295 -2.979
C -4.636 2.442 -2.912
C -5.823 1.776 -3.628
C -5.425 0.323 -3.961
C -4.378 -0.096 -2.941
H -4.325 3.389 -3.348
H -4.807 2.588 -1.846
H -6.100 2.321 -4.529
H -6.690 1.790 -2.966
H -4.989 0.280 -4.961
H -6.279 -0.354 -3.957
H -3.822 -0.998 -3.174
H -4.781 -0.146 -1.926